1.
C30H70N10O10 | ωB97M-V with the def2-TZVPD basis set

CARTESIAN COORDINATES (ANGSTROEM)
1 C 16.36 23.95 23.03
2 O 15.68 23.86 22.02
3 N 17.25 24.99 22.89
4 C 18.28 25.21 23.97
5 C 17.40 25.93 21.70
6 H 16.32 23.39 23.99
7 H 18.04 25.01 24.97
8 H 18.37 26.16 23.97
9 H 19.27 24.85 23.79
10 H 17.90 26.70 21.95
11 H 16.42 26.21 21.45
12 H 17.70 25.19 20.87
13 C 11.72 19.65 20.93
14 O 12.29 20.25 20.00
15 N 12.00 19.80 22.23
16 C 11.10 19.37 23.27
17 C 13.23 20.50 22.56
18 H 10.95 18.73 20.80
19 H 10.34 20.00 23.42
20 H 11.52 19.10 24.37
21 H 10.59 18.45 23.07
22 H 13.45 21.35 21.94
23 H 14.00 19.85 22.51
24 H 13.31 20.86 23.57
25 C 11.28 25.14 18.69
26 O 10.53 25.24 17.65
27 N 12.19 24.10 18.78
28 C 12.97 23.81 19.92
29 C 12.43 23.09 17.69
30 H 11.17 25.86 19.55
31 H 14.06 23.27 19.86
32 H 12.49 23.26 20.49
33 H 13.27 24.97 20.26
34 H 13.26 22.43 17.84
35 H 12.53 23.63 16.66
36 H 11.60 22.54 17.62
37 C 9.70 27.24 22.28
38 O 10.90 26.98 21.88
39 N 9.28 28.43 22.76
40 C 7.87 28.63 22.85
41 C 10.27 29.48 22.90
42 H 9.15 26.45 22.42
43 H 7.20 28.22 22.14
44 H 7.71 29.70 22.61
45 H 7.36 28.50 23.90
46 H 11.16 28.89 23.35
47 H 9.93 30.25 23.56
48 H 10.61 29.82 21.82
49 C 12.16 30.72 19.59
50 O 11.91 31.85 19.55
51 N 12.76 30.24 18.52
52 C 13.33 28.82 18.43
53 C 13.28 31.10 17.40
54 H 11.88 29.93 20.38
55 H 12.53 27.96 18.97
56 H 14.34 29.11 18.86
57 H 13.30 28.30 17.42
58 H 12.55 31.19 16.46
59 H 14.11 30.63 16.94
60 H 13.75 32.10 17.60
61 C 16.26 27.65 16.40
62 O 15.21 28.12 15.84
63 N 16.24 26.43 16.89
64 C 17.43 25.85 17.50
65 C 15.04 25.64 16.96
66 H 17.30 28.17 16.40
67 H 17.47 24.74 17.47
68 H 17.50 26.26 18.61
69 H 18.37 26.24 17.10
70 H 15.13 24.63 17.06
71 H 14.44 25.69 16.12
72 H 14.63 25.86 17.96
73 C 7.67 23.56 22.58
74 O 7.81 24.31 23.62
75 N 8.65 23.20 21.78
76 C 8.41 22.24 20.69
77 C 10.02 23.64 21.89
78 H 6.68 23.08 22.56
79 H 8.57 21.13 20.99
80 H 9.18 22.37 19.91
81 H 7.34 22.21 20.25
82 H 10.54 22.84 21.84
83 H 10.19 24.16 22.70
84 H 10.33 24.11 21.01
85 C 12.56 19.03 14.71
86 O 11.38 19.08 14.28
87 N 13.51 19.97 14.34
88 C 14.64 20.14 15.10
89 C 13.09 21.01 13.37
90 H 13.04 18.10 15.15
91 H 15.00 19.27 15.48
92 H 14.32 20.77 15.96
93 H 15.56 20.77 14.57
94 H 13.46 20.92 12.42
95 H 13.39 22.02 13.83
96 H 12.02 21.18 13.08
97 C 5.65 25.09 17.10
98 O 4.56 24.66 16.76
99 N 6.12 25.12 18.40
100 C 7.25 25.85 18.87
101 C 5.34 24.50 19.55
102 H 6.26 25.56 16.34
103 H 7.88 26.09 18.10
104 H 8.02 25.26 19.55
105 H 7.06 26.80 19.44
106 H 5.82 24.19 20.51
107 H 4.91 23.78 19.08
108 H 4.41 25.15 19.79
109 C 9.22 21.86 13.97
110 O 8.88 20.85 13.40
111 N 8.48 22.63 14.78
112 C 9.00 23.84 15.45
113 C 7.00 22.34 14.84
114 H 10.41 22.28 13.92
115 H 8.43 24.06 16.30
116 H 9.12 24.53 14.60
117 H 9.92 23.52 15.85
118 H 6.74 21.48 14.25
119 H 6.42 23.18 14.65
120 H 6.64 21.99 15.82

## Properties
Multiplicity: 1
Charge: 0
SMILES: CN(C)C=O.CN(C)C=O.CN(C)C=O.CN(C)C=O.CN(C)C=O.CN(C)C=O.CN(C)C=O.CN(C)C=O.CN(C)C=O.CN(C)C=O
Relative energy (zero: lowest compared OMol25 entry of this formula, charge and spin) (kcal per mole): 477.0
LUMO level (eV): 0.16
Gap between HOMO and LUMO (eV): 8.796

2.
C34H42N4O3S4TeV | ωB97M-V with the def2-TZVPD basis set

CARTESIAN COORDINATES (ANGSTROEM)
1 V -0.25 1.19 1.11
2 N -4.06 1.82 3.97
3 C -2.82 2.20 3.49
4 S -2.69 3.74 2.74
5 N -1.88 1.32 3.68
6 N -0.66 1.54 3.09
7 C 0.31 1.93 3.82
8 C 1.63 1.90 3.24
9 C 2.76 2.27 3.96
10 C 4.00 2.13 3.37
11 C 4.09 1.61 2.09
12 C 2.92 1.27 1.44
13 N 1.71 1.44 1.97
14 H -4.69 2.59 4.12
15 H -4.03 1.15 4.73
16 H 0.16 2.22 4.86
17 H 2.65 2.63 4.97
18 H 4.90 2.41 3.92
19 H 5.04 1.45 1.61
20 H 2.95 0.81 0.46
21 O -0.11 0.90 -1.09
22 S 1.24 0.68 -1.73
23 C 1.99 2.33 -1.99
24 C 1.35 3.27 -3.00
25 C -0.03 3.79 -2.60
26 C 0.01 4.84 -1.48
27 S -0.83 4.39 0.07
28 O -0.02 3.17 0.47
29 C -2.40 3.91 -0.67
30 C -2.93 2.64 -0.55
31 C -4.15 2.35 -1.15
32 C -4.85 3.34 -1.83
33 C -4.33 4.62 -1.91
34 C -3.10 4.91 -1.33
35 C 0.85 0.25 -3.42
36 C -0.46 0.32 -3.86
37 C -0.74 -0.01 -5.18
38 C 0.28 -0.40 -6.03
39 C 1.59 -0.48 -5.57
40 C 1.88 -0.17 -4.25
41 H 3.02 2.10 -2.26
42 H 1.99 2.75 -0.98
43 H 1.29 2.78 -3.97
44 H 2.04 4.12 -3.13
45 H -0.65 2.95 -2.29
46 H -0.52 4.22 -3.47
47 H -0.38 5.81 -1.79
48 H 1.03 5.01 -1.12
49 H -2.43 1.87 0.00
50 H -4.55 1.36 -1.05
51 H -5.80 3.11 -2.28
52 H -4.87 5.40 -2.43
53 H -2.70 5.92 -1.38
54 H -1.24 0.62 -3.17
55 H -1.76 0.04 -5.54
56 H 0.05 -0.66 -7.06
57 H 2.38 -0.81 -6.23
58 H 2.89 -0.25 -3.88
59 C -1.92 -3.02 1.24
60 S -1.87 -1.44 2.08
61 C -3.64 -1.13 2.20
62 O -1.44 -0.45 0.99
63 H -2.66 -3.66 1.73
64 H -0.93 -3.46 1.29
65 H -2.20 -2.82 0.21
66 H -4.09 -1.85 2.88
67 H -4.08 -1.20 1.20
68 H -3.75 -0.12 2.59
69 C 1.95 -8.03 0.10
70 C 1.91 -6.59 0.53
71 C 2.29 -5.56 -0.33
72 C 2.27 -4.23 0.06
73 C 2.68 -3.18 -0.94
74 C 1.86 -3.88 1.36
75 Te 1.78 -1.84 1.96
76 C 1.47 -4.91 2.24
77 C 1.02 -4.63 3.65
78 C 1.51 -6.23 1.81
79 H 2.27 -8.12 -0.94
80 H 0.96 -8.50 0.19
81 H 2.64 -8.61 0.72
82 H 2.61 -5.81 -1.33
83 H 2.88 -3.64 -1.91
84 H 3.59 -2.67 -0.61
85 H 1.92 -2.41 -1.04
86 H 1.58 -3.81 4.09
87 H 1.14 -5.52 4.27
88 H -0.03 -4.34 3.68
89 H 1.21 -7.01 2.51

## Properties
Multiplicity: 4
Charge: 0
Relative energy (zero: lowest compared OMol25 entry of this formula, charge and spin) (kcal per mole): 28.1
LUMO level (alpha / beta) (eV): 0.04 / -0.22
Gap between HOMO and LUMO (alpha / beta) (eV): 5.574 / 5.362

3.
C5H13N2O | ωB97M-V with the def2-TZVPD basis set

CARTESIAN COORDINATES (ANGSTROEM)
1 C -0.63 0.01 -1.33
2 N -0.19 1.29 -0.64
3 C 1.13 1.84 -0.96
4 C 2.18 0.80 -0.27
5 O 1.48 0.30 0.75
6 C -1.43 -0.98 -0.40
7 N -0.66 -1.35 0.75
8 C -1.22 -1.26 2.17
9 H 0.28 -0.44 -1.68
10 H -1.25 0.22 -2.17
11 H -0.21 1.12 0.39
12 H 1.16 2.87 -0.83
13 H 1.39 1.64 -2.09
14 H 2.39 -0.16 -0.94
15 H 3.16 1.18 -0.07
16 H -1.73 -1.88 -0.79
17 H -2.43 -0.61 -0.17
18 H 0.30 -0.70 0.78
19 H -0.59 -2.19 2.59
20 H -2.26 -1.46 2.31
21 H -0.86 -0.23 2.60

## Properties
Multiplicity: 1
Charge: -1
SMILES: CNCCNCC[O-]
Relative energy (zero: lowest compared OMol25 entry of this formula, charge and spin) (kcal per mole): 70.3
LUMO level (eV): 4.31
Gap between HOMO and LUMO (eV): 7.353

4.
C65H76F3N9O8S2 | ωB97M-V with the def2-TZVPD basis set

CARTESIAN COORDINATES (ANGSTROEM)
1 C 3.85 -4.33 -0.06
2 C 3.81 -3.03 0.41
3 C 2.56 -2.30 0.89
4 O 3.03 -1.65 2.10
5 S 1.88 -0.74 2.72
6 O 0.65 -1.48 2.67
7 O 2.33 -0.32 4.01
8 C 1.83 0.67 1.55
9 C 0.37 1.13 1.53
10 C -0.41 1.25 2.86
11 C -1.35 2.48 2.87
12 C -2.77 2.08 3.25
13 O -2.88 1.58 4.57
14 C 2.83 1.72 2.11
15 C 2.35 2.60 3.25
16 O 2.69 2.51 4.39
17 O 1.49 3.61 2.88
18 C 2.33 0.15 0.11
19 C 1.82 1.19 -0.93
20 C 0.43 1.04 -1.59
21 C -0.33 2.39 -1.60
22 C -1.38 2.36 -2.70
23 S -2.23 3.94 -3.00
24 C -2.08 4.71 -1.44
25 N -1.29 5.69 -1.16
26 N -1.49 5.95 0.20
27 C -2.37 5.11 0.60
28 O -2.80 4.28 -0.37
29 C 3.88 0.24 0.01
30 C 4.51 -0.38 -1.23
31 O 5.93 -0.37 -1.06
32 C 6.54 0.84 -1.41
33 C 7.38 1.36 -0.22
34 F 7.28 0.59 0.86
35 F 8.67 1.53 -0.54
36 F 6.91 2.59 0.16
37 C 1.85 -1.31 -0.09
38 C 1.78 -1.86 -1.54
39 C 0.38 -2.20 -2.04
40 C -0.07 -1.64 -3.23
41 C -1.33 -1.88 -3.74
42 C -2.20 -2.73 -3.07
43 C -1.75 -3.34 -1.91
44 C -0.49 -3.09 -1.38
45 C -0.10 -3.84 -0.13
46 H 3.45 -4.64 -1.02
47 H 4.35 -5.10 0.54
48 H 4.74 -2.46 0.45
49 H 1.88 -3.07 1.20
50 H -0.17 0.43 0.91
51 H 0.34 2.10 1.03
52 H -1.06 0.38 2.92
53 H 0.21 1.21 3.76
54 H -0.97 3.24 3.55
55 H -1.43 2.89 1.86
56 H -3.42 2.95 3.12
57 H -3.14 1.34 2.52
58 H -2.67 0.64 4.53
59 H 3.02 2.41 1.28
60 H 3.76 1.26 2.44
61 H 1.80 4.04 2.08
62 H 2.54 1.32 -1.73
63 H 1.82 2.16 -0.42
64 H 0.58 0.81 -2.64
65 H -0.22 0.29 -1.13
66 H -0.86 2.54 -0.66
67 H 0.37 3.20 -1.80
68 H -0.96 2.00 -3.64
69 H -2.13 1.62 -2.42
70 H -2.75 5.05 1.61
71 H 4.38 -0.15 0.89
72 H 4.16 1.30 -0.05
73 H 4.25 -1.42 -1.43
74 H 4.29 0.20 -2.13
75 H 7.25 0.69 -2.23
76 H 5.84 1.64 -1.66
77 H 0.81 -1.31 0.24
78 H 2.39 -2.75 -1.69
79 H 2.15 -1.12 -2.25
80 H 0.58 -0.97 -3.78
81 H -1.68 -1.41 -4.65
82 H -3.21 -2.94 -3.41
83 H -2.40 -4.03 -1.38
84 H -0.31 -3.30 0.79
85 H 0.97 -4.08 -0.20
86 H -0.60 -4.80 -0.10
87 N -3.29 -5.56 0.69
88 C -3.09 -6.82 0.29
89 C -3.41 -7.93 1.06
90 C -3.95 -7.72 2.32
91 C -4.16 -6.42 2.75
92 C -3.81 -5.38 1.90
93 H -2.66 -6.94 -0.70
94 H -3.23 -8.92 0.69
95 H -4.21 -8.56 2.95
96 H -4.57 -6.21 3.73
97 H -3.96 -4.35 2.20
98 N 6.49 3.71 -5.42
99 C 6.87 2.94 -6.45
100 C 7.93 2.05 -6.40
101 C 8.64 1.95 -5.21
102 C 8.26 2.74 -4.14
103 C 7.19 3.59 -4.29
104 H 6.28 3.06 -7.36
105 H 8.19 1.45 -7.26
106 H 9.47 1.26 -5.13
107 H 8.79 2.69 -3.20
108 H 6.86 4.23 -3.47
109 N 10.56 2.00 -8.95
110 C 10.59 3.12 -8.22
111 C 11.75 3.67 -7.71
112 C 12.95 3.03 -7.96
113 C 12.94 1.87 -8.72
114 C 11.72 1.40 -9.19
115 H 9.63 3.59 -8.04
116 H 11.72 4.58 -7.12
117 H 13.89 3.42 -7.58
118 H 13.85 1.33 -8.94
119 H 11.67 0.49 -9.78
120 N -3.68 -0.72 5.96
121 C -3.14 -0.88 7.17
122 C -3.75 -1.60 8.19
123 C -4.98 -2.19 7.94
124 C -5.56 -2.03 6.69
125 C -4.87 -1.29 5.74
126 H -2.18 -0.41 7.32
127 H -3.26 -1.70 9.15
128 H -5.48 -2.75 8.71
129 H -6.52 -2.46 6.46
130 H -5.28 -1.14 4.75
131 N -4.65 -1.13 -0.71
132 C -4.79 -1.88 0.38
133 C -5.95 -2.57 0.70
134 C -7.03 -2.47 -0.17
135 C -6.90 -1.70 -1.31
136 C -5.69 -1.05 -1.53
137 H -3.93 -1.92 1.04
138 H -6.01 -3.17 1.59
139 H -7.96 -3.00 0.03
140 H -7.72 -1.60 -2.01
141 H -5.55 -0.43 -2.41
142 N -4.31 4.75 6.41
143 C -4.32 5.85 7.16
144 C -3.18 6.46 7.65
145 C -1.95 5.89 7.36
146 C -1.92 4.74 6.59
147 C -3.12 4.21 6.14
148 H -5.30 6.27 7.36
149 H -3.25 7.36 8.25
150 H -1.03 6.33 7.73
151 H -0.98 4.26 6.34
152 H -3.12 3.31 5.53
153 N -10.91 -3.05 -0.63
154 C -11.02 -1.96 -1.40
155 C -11.67 -1.95 -2.62
156 C -12.25 -3.12 -3.07
157 C -12.16 -4.26 -2.29
158 C -11.48 -4.16 -1.08
159 H -10.54 -1.07 -1.01
160 H -11.73 -1.03 -3.20
161 H -12.77 -3.15 -4.02
162 H -12.60 -5.19 -2.60
163 H -11.39 -5.03 -0.43

## Properties
Multiplicity: 1
Charge: 0
SMILES: C=C[C@H]1OS(=O)(=O)[C@@](CCCCO)(CC(=O)O)[C@@](CCCCSc2nnco2)(CCOCC(F)(F)F)[C@H]1Cc1ccccc1C.c1ccncc1.c1ccncc1.c1ccncc1.c1ccncc1.c1ccncc1.c1ccncc1.c1ccncc1
LUMO level (eV): -0.37
Gap between HOMO and LUMO (eV): 8.007